Entry 1:
Here is a structure of composition C44H41I3N7OS2Ti from OMol25. Energies are from wB97M-V/def2-TZVPD.

XYZ file:
```
99
Properties=species:S:1:pos:R:3:lowdin_charge:R:1
Ti -2.068 -0.112 -0.884 0.555
S -4.594 0.549 -1.548 0.624
C -3.725 0.953 -2.965 -0.749
C -4.246 1.577 -4.118 -0.095
C -3.448 1.707 -5.225 -0.088
C -2.130 1.230 -5.202 -0.079
C -1.666 0.674 -4.033 -0.128
N -2.434 0.568 -2.943 -0.073
H -5.273 1.914 -4.106 0.098
H -3.840 2.170 -6.123 0.098
H -1.482 1.302 -6.064 0.093
H -0.653 0.306 -3.930 0.110
S -1.183 -1.303 1.189 0.494
C -0.593 -0.325 2.602 -0.737
N 0.521 -0.891 2.996 -0.036
N 1.170 -0.099 3.934 -0.007
C 2.223 -0.597 4.628 -0.261
C 2.778 -1.858 4.344 -0.040
C 3.880 -2.307 5.050 -0.125
C 4.466 -1.543 6.052 -0.152
C 3.914 -0.296 6.339 -0.135
C 2.817 0.175 5.646 -0.050
N -1.068 0.798 3.119 -0.025
N -2.192 1.342 2.476 -0.094
C -3.368 1.426 3.222 -0.255
C -4.624 1.519 2.607 -0.091
C -5.780 1.571 3.367 -0.104
C -5.722 1.523 4.753 -0.126
C -4.482 1.405 5.366 -0.112
C -3.317 1.354 4.619 -0.028
H 0.648 0.700 4.274 0.102
H 2.318 -2.458 3.573 0.072
H 4.289 -3.284 4.813 0.090
H 5.328 -1.907 6.598 0.076
H 4.349 0.321 7.117 0.087
H 2.402 1.151 5.872 0.101
H -4.699 1.469 1.529 0.075
H -6.737 1.590 2.860 0.096
H -6.630 1.536 5.342 0.084
H -4.417 1.341 6.447 0.089
H -2.352 1.236 5.089 0.096
N -2.783 3.311 1.134 0.100
C -1.955 2.128 1.283 -0.689
O -2.219 1.338 0.145 -0.353
C -0.483 2.534 1.165 -0.552
I 0.102 3.929 2.673 0.743
H -3.647 3.051 0.677 0.068
H -3.006 3.704 2.041 0.063
H -0.359 3.047 0.217 0.050
H 0.195 1.694 1.251 0.028
C -0.128 0.523 -1.409 -0.032
C 0.995 0.899 -1.736 -0.113
C 2.266 1.320 -2.113 -0.133
C 3.415 0.533 -1.634 -0.184
C 4.481 0.195 -2.473 -0.055
C 5.527 -0.585 -2.007 -0.098
C 5.531 -1.040 -0.694 -0.101
C 4.474 -0.717 0.146 -0.081
C 3.426 0.058 -0.320 -0.018
C 2.421 2.507 -2.933 -0.168
C 3.667 3.127 -3.129 -0.041
C 3.781 4.269 -3.903 -0.103
C 2.662 4.833 -4.503 -0.115
C 1.418 4.243 -4.304 -0.091
C 1.296 3.105 -3.531 -0.019
H 4.471 0.529 -3.503 0.112
H 6.337 -0.851 -2.676 0.093
H 6.346 -1.654 -0.332 0.093
H 4.457 -1.076 1.167 0.105
H 2.595 0.303 0.330 0.117
H 4.547 2.719 -2.649 0.103
H 4.753 4.730 -4.029 0.094
H 2.755 5.728 -5.105 0.088
H 0.531 4.677 -4.751 0.098
H 0.323 2.661 -3.367 0.097
C 1.823 -3.109 0.693 -0.128
N 0.755 -3.522 -0.178 -0.274
C 0.702 -4.950 -0.335 -0.109
C 0.731 -2.798 -1.437 -0.186
C -0.615 -2.904 -2.115 -0.233
C -0.760 -3.903 -3.075 -0.087
C -1.992 -4.202 -3.640 -0.111
C -3.105 -3.493 -3.222 -0.100
C -2.953 -2.465 -2.297 -0.172
C -1.714 -2.103 -1.746 -0.214
H 2.825 -3.349 0.285 0.084
H 1.713 -3.590 1.665 0.074
H 1.763 -2.036 0.866 0.048
H 0.612 -5.423 0.645 0.081
H 1.608 -5.358 -0.831 0.081
H -0.165 -5.234 -0.931 0.075
H 1.514 -3.188 -2.121 0.121
H 0.965 -1.755 -1.236 0.082
H 0.114 -4.484 -3.358 0.100
H -2.082 -4.996 -4.373 0.087
H -4.089 -3.722 -3.615 0.095
H -3.850 -1.919 -2.020 0.028
I -3.659 -1.630 1.315 0.505
I -6.717 -2.067 1.250 -0.402
```

The gap between HOMO and LUMO (spin up / spin down) comes out at 5.642 / 4.868 eV. As for the total charge: -2. Its spin multiplicity is 2. For the calculated total energy, the calculation gives -127860.888 eV. The LUMO energy (spin up / spin down) is 3.77 / 3.00 eV. As for the energy above the lowest of the compared OMol25 structures with the same formula, charge and spin: 0.295 eV.

Entry 2:
Here is a structure of composition C44H41MnN4O2S2 from OMol25. Energies are from wB97M-V/def2-TZVPD.

XYZ file:
```
94
Properties=species:S:1:pos:R:3:lowdin_charge:R:1
Mn 0.613 0.362 -0.755 0.432
S 0.538 0.357 1.594 0.843
C -0.367 -1.000 2.001 -0.571
N -0.810 -1.204 3.210 -0.074
C -1.719 -2.317 3.530 -0.071
C -1.318 -3.527 2.759 -0.070
N -1.232 -3.192 1.327 -0.072
C -1.715 -4.279 0.432 -0.089
C -3.210 -4.412 0.558 -0.233
C -3.768 -5.565 1.095 -0.041
C -5.149 -5.679 1.220 -0.056
C -5.968 -4.637 0.817 -0.061
C -5.413 -3.478 0.281 -0.061
C -4.037 -3.367 0.151 -0.038
C -0.760 -2.053 0.909 -0.594
S -0.535 -1.706 -0.723 0.789
C -0.476 -0.346 4.381 -0.089
C 0.377 -1.117 5.353 -0.234
C -0.115 -1.442 6.611 -0.042
C 0.672 -2.163 7.502 -0.055
C 1.945 -2.567 7.131 -0.060
C 2.440 -2.246 5.870 -0.060
C 1.658 -1.522 4.984 -0.038
H -2.742 -2.010 3.301 0.155
H -1.639 -2.512 4.597 0.136
H -2.070 -4.305 2.870 0.136
H -0.351 -3.918 3.083 0.156
H -1.212 -5.193 0.750 0.141
H -1.406 -4.049 -0.581 0.083
H -3.129 -6.385 1.402 0.120
H -5.579 -6.582 1.629 0.115
H -7.042 -4.727 0.912 0.114
H -6.055 -2.671 -0.044 0.111
H -3.607 -2.471 -0.285 0.103
H -1.422 -0.054 4.838 0.142
H 0.020 0.547 4.018 0.084
H -1.107 -1.119 6.906 0.120
H 0.289 -2.406 8.484 0.115
H 2.558 -3.125 7.826 0.114
H 3.438 -2.553 5.587 0.111
H 2.051 -1.260 4.007 0.106
O 2.559 0.888 -7.341 -0.042
C 1.201 0.638 -7.058 -0.192
C 1.032 0.570 -5.566 -0.139
C -0.235 0.595 -4.998 0.026
C -0.351 0.534 -3.627 -0.081
N 0.713 0.448 -2.823 -0.009
C 1.947 0.418 -3.356 -0.182
C 2.134 0.478 -4.723 0.075
C 3.085 0.360 -2.379 -0.186
C 4.406 0.304 -2.783 0.066
C 5.418 0.279 -1.833 -0.144
C 6.879 0.212 -2.214 -0.193
O 7.483 -0.915 -1.606 -0.028
C 5.057 0.308 -0.492 0.031
C 3.720 0.363 -0.164 -0.082
N 2.747 0.389 -1.081 0.030
H 2.678 0.973 -8.293 0.109
H 0.869 -0.317 -7.480 0.144
H 0.545 1.419 -7.454 0.139
H -1.126 0.675 -5.607 0.135
H -1.318 0.577 -3.140 0.123
H 3.121 0.475 -5.157 0.118
H 4.657 0.287 -3.835 0.123
H 7.387 1.096 -1.827 0.137
H 6.992 0.218 -3.299 0.129
H 7.508 -1.647 -2.229 0.102
H 5.808 0.278 0.285 0.136
H 3.402 0.400 0.871 0.096
C -4.865 4.652 -1.098 -0.065
C -4.988 3.515 -0.315 -0.067
C -3.893 2.682 -0.135 -0.045
C -2.663 2.981 -0.712 -0.217
C -2.556 4.115 -1.518 -0.029
C -3.650 4.943 -1.707 -0.059
C -1.536 2.045 -0.463 -0.097
C -0.228 2.214 -0.641 -0.194
C 0.571 3.443 -0.747 -0.248
C 0.349 4.468 0.178 -0.027
C 1.101 5.629 0.136 -0.051
C 2.099 5.782 -0.821 -0.058
C 2.340 4.766 -1.734 -0.060
C 1.587 3.601 -1.688 -0.039
H -5.715 5.306 -1.244 0.112
H -5.934 3.275 0.151 0.110
H -3.990 1.787 0.472 0.109
H -1.622 4.345 -2.009 0.114
H -3.556 5.819 -2.335 0.112
H -1.877 1.063 -0.127 0.081
H -0.425 4.350 0.927 0.127
H 0.910 6.417 0.852 0.115
H 2.687 6.689 -0.850 0.114
H 3.114 4.881 -2.482 0.111
H 1.773 2.825 -2.419 0.091
```

The gap between HOMO and LUMO (spin up / spin down) comes out at 5.889 / 6.159 eV. As for the total charge: +2. Its spin multiplicity is 5. For the calculated total energy, the calculation gives -109327.965 eV. The LUMO energy (spin up / spin down) is -6.53 / -6.29 eV. As for the energy above the lowest of the compared OMol25 structures with the same formula, charge and spin: 0.372 eV.